Computed, not measured: a structure of composition C49H46IrN3OP2S, with the ωB97M-V functional and the def2-TZVPD basis.

The geometry in XYZ format:
```
103
Properties=species:S:1:pos:R:3:lowdin_charge:R:1
Ir -0.2795 -0.2714 0.5498 1.021
S 1.0098 2.6683 2.3323 1.101
P 0.3539 -2.6386 -0.3119 0.939
P 1.9684 -0.3341 -0.5240 0.915
O 0.9394 1.4722 1.3855 -0.717
N 1.7814 -1.9695 -0.9186 -0.358
N -2.1149 -1.6142 0.9263 -0.047
N -3.9345 -2.6728 0.2792 0.166
C 5.7535 0.8100 0.4240 -0.045
C 4.4550 0.8059 -0.0532 -0.085
C 2.2747 3.7520 1.6463 -0.370
C -2.3359 5.6616 1.5498 -0.067
C 1.0569 1.9266 -3.7889 -0.055
C 3.4308 4.7296 -0.1998 -0.055
C -0.6720 -2.0395 -2.8307 -0.078
C -2.6634 1.5870 -0.2105 -0.113
C 2.0730 0.5215 -2.1200 -0.359
C 1.3942 -5.0990 -0.9193 -0.091
C 6.2460 -0.2965 1.1029 -0.043
C -0.3596 3.7841 1.9723 -0.362
C -4.0033 2.9454 1.3124 -0.024
C -1.6041 -3.9903 -1.7529 -0.102
C -2.3470 -2.6452 1.8256 -0.241
C -1.5100 -2.2471 -3.9143 -0.052
C 3.1927 0.8991 -4.2112 -0.050
C -1.6332 -3.0643 2.9448 -0.043
C -2.1045 -4.1711 3.6214 -0.067
C 1.9010 -6.3579 -0.6507 -0.049
C -3.9838 -4.4372 2.1062 0.008
C -2.4420 -4.1889 -2.8391 -0.061
C -3.5037 -3.3285 1.4213 -0.179
C 4.1496 5.5252 0.6833 -0.051
C 2.1435 1.7112 -4.6243 -0.048
C -2.3990 -3.3144 -3.9168 -0.053
C -3.0736 -1.6736 0.0285 -0.174
C -1.6466 0.9260 -0.2960 -0.196
C -0.9390 4.4229 3.0579 -0.069
C 3.1661 0.3059 -2.9600 -0.080
C -1.9364 5.3634 2.8435 -0.054
C 2.9853 4.5379 2.5397 -0.069
C 2.4912 3.8324 0.2824 -0.095
C -3.2630 -4.8446 3.2116 -0.056
C 1.0172 1.3291 -2.5383 -0.116
C 1.4268 -6.0654 1.6895 -0.052
C 0.9080 -4.3148 0.1299 -0.346
C -4.0446 3.3860 -1.1698 -0.026
C -0.7090 -2.9213 -1.7530 -0.375
C 3.9307 5.4261 2.0497 -0.050
C 3.6393 -0.3056 0.1535 -0.339
C 0.9247 -4.7972 1.4322 -0.080
C 1.9186 -6.8418 0.6522 -0.046
C -1.7471 5.0105 0.4714 -0.091
C 4.1235 -1.4013 0.8691 -0.080
C -5.0884 1.3011 -0.2358 -0.046
C -0.7628 4.0591 0.6752 -0.076
C 5.4315 -1.3995 1.3227 -0.054
C -3.9333 2.3068 -0.0840 -0.595
H -3.1088 6.3995 1.3810 0.127
H 2.8022 4.4632 3.6050 0.117
H -3.2082 3.6799 1.4473 0.032
H -4.7446 -2.9032 -0.2714 0.176
H -4.9668 3.4421 1.4308 0.103
H 3.4865 -2.2577 1.0552 0.098
H 4.5042 6.0354 2.7346 0.118
H -6.0332 1.8300 -0.1062 0.094
H -5.0829 0.8487 -1.2289 0.088
H -3.9070 2.1789 2.0823 0.098
H -1.5645 -4.5368 4.4845 0.116
H 4.0827 1.6479 -0.6120 0.095
H -3.1560 -1.0080 -0.8155 0.125
H 3.9893 -0.3207 -2.6395 0.115
H -0.3192 3.5442 -0.1658 0.103
H -3.6007 -5.7009 3.7786 0.116
H -0.7520 -2.5258 3.2717 0.110
H -2.3999 5.8541 3.6882 0.121
H 1.9347 3.1964 -0.3946 0.091
H 2.2772 -6.9643 -1.4637 0.118
H 0.1641 1.4751 -1.8828 0.057
H 0.2379 2.5559 -4.1114 0.115
H 7.2674 -0.3007 1.4589 0.119
H -5.0262 0.5186 0.5222 0.079
H 5.8202 -2.2642 1.8431 0.116
H 4.0370 0.7236 -4.8643 0.117
H -3.0524 -3.4713 -4.7646 0.116
H -5.0100 3.8875 -1.0909 0.100
H 2.1740 2.1706 -5.6032 0.117
H -4.8758 -4.9609 1.7896 0.123
H 6.3824 1.6732 0.2511 0.118
H 2.3169 -7.8263 0.8566 0.119
H 4.8884 6.2191 0.3054 0.116
H -3.2630 4.1314 -1.0419 0.041
H -3.9577 2.9509 -2.1656 0.094
H -1.4632 -1.5804 -4.7652 0.115
H -0.6105 4.1918 4.0642 0.116
H 0.0182 -1.2061 -2.8269 0.081
H -2.0504 5.2474 -0.5398 0.107
H 2.5161 -2.5211 -1.3450 0.094
H -1.6312 -4.6738 -0.9112 0.115
H 1.3613 -4.7318 -1.9386 0.116
H 1.4336 -6.4450 2.7023 0.116
H 0.5419 -4.1943 2.2434 0.079
H -3.1132 -5.0378 -2.8512 0.115
H 3.6089 4.8044 -1.2652 0.116
```

Summary:
Total charge   +2
Frontier orbital gap (alpha / beta)   6.42 / 6.34 eV
Molar mass   979.16 u